C24H82O17 | wB97M-V/def2-TZVPD

Atoms and positions in Å:
O 16.595 -0.302 3.510
H 16.150 -0.204 2.652
H 17.422 0.190 3.420
O 13.133 -5.145 1.748
H 13.534 -4.262 1.614
H 12.502 -5.018 2.476
O 14.439 -7.022 3.286
H 14.252 -6.901 2.348
H 14.924 -6.212 3.561
O 15.441 -0.260 6.133
H 16.101 -0.027 6.802
H 15.953 -0.565 5.360
O 13.313 -2.451 1.200
H 13.383 -1.513 1.498
H 12.465 -2.513 0.747
O 15.627 -8.070 5.528
H 15.990 -8.868 5.131
H 15.136 -7.632 4.801
O 13.653 -1.504 8.051
H 14.342 -1.219 7.428
H 13.089 -0.732 8.171
O 13.297 0.160 2.122
H 13.414 0.321 3.069
H 12.378 0.413 1.962
O 17.495 -2.906 2.287
H 17.277 -2.058 2.711
H 18.444 -3.018 2.421
C 11.867 -7.606 4.946
C 11.707 -6.115 5.165
C 13.033 -5.484 5.646
O 11.344 -5.504 3.902
H 11.991 -8.147 5.880
H 12.715 -7.821 4.288
H 11.040 -7.903 4.295
H 10.908 -5.928 5.888
H 13.399 -6.101 6.471
H 12.912 -4.470 6.023
H 13.752 -5.524 4.829
H 10.542 -5.012 4.099
C 14.273 -2.814 4.100
C 15.283 -3.660 4.862
C 14.644 -4.344 6.066
O 15.755 -4.723 4.053
H 14.757 -2.191 3.338
H 13.740 -2.068 4.692
H 13.602 -3.486 3.563
H 16.103 -3.005 5.175
H 15.375 -5.009 6.536
H 13.877 -5.046 5.726
H 14.234 -3.633 6.779
H 16.240 -4.368 3.288
C 12.778 3.344 4.292
C 13.812 2.496 4.986
C 13.885 2.856 6.467
O 13.417 1.113 4.922
H 11.771 3.103 4.634
H 12.742 3.148 3.217
H 13.016 4.396 4.440
H 14.794 2.661 4.533
H 12.897 2.781 6.931
H 14.143 3.900 6.684
H 14.600 2.270 7.043
H 14.061 0.553 5.392
C 18.645 -6.910 5.387
C 18.979 -7.301 3.950
C 19.291 -6.076 3.108
O 20.176 -8.112 3.948
H 18.537 -7.823 5.968
H 17.672 -6.414 5.364
H 19.399 -6.230 5.779
H 18.209 -7.873 3.438
H 19.633 -6.460 2.141
H 20.046 -5.381 3.475
H 18.376 -5.515 2.885
H 20.945 -7.554 4.091
C 11.277 -3.042 10.558
C 12.227 -4.124 9.987
C 11.744 -4.609 8.637
O 13.545 -3.636 9.894
H 10.266 -3.417 10.735
H 11.190 -2.151 9.931
H 11.650 -2.728 11.535
H 12.191 -4.915 10.738
H 11.444 -3.837 7.921
H 10.841 -5.225 8.730
H 12.473 -5.243 8.130
H 13.569 -2.969 9.182
C 18.706 -3.047 5.636
C 18.530 -2.902 7.142
C 19.073 -4.150 7.837
O 19.302 -1.798 7.629
H 18.103 -3.852 5.212
H 19.734 -3.242 5.325
H 18.402 -2.108 5.160
H 17.511 -2.741 7.490
H 20.093 -4.373 7.520
H 18.472 -5.037 7.595
H 18.958 -4.114 8.921
H 20.239 -1.995 7.673
C 8.682 -0.400 4.021
C 9.949 -0.135 4.821
C 10.720 -1.433 5.063
O 10.782 0.715 4.030
H 8.096 0.503 3.850
H 8.064 -1.178 4.472
H 8.929 -0.777 3.025
H 9.748 0.395 5.755
H 10.849 -2.055 4.172
H 10.164 -2.089 5.744
H 11.727 -1.262 5.446
H 11.516 1.076 4.554
C 14.850 -8.395 9.091
C 16.383 -8.299 8.899
C 16.990 -9.601 8.376
O 16.651 -7.216 8.026
H 14.313 -8.505 8.148
H 14.492 -7.486 9.574
H 14.664 -9.263 9.729
H 16.765 -8.076 9.897
H 18.066 -9.608 8.548
H 16.864 -9.611 7.292
H 16.505 -10.473 8.812
H 16.125 -7.324 7.215

Results
E_HOMO   -6.89 eV
Orbital gap   6.53 eV
Multiplicity   1
Total energy   -2242.3743 Eh

Results of the Löwdin charge analysis, in e, for atoms 1 through 8: -0.044, 0.075, 0.081, -0.079, 0.004, 0.004, -0.089, 0.055


C25H12Cl5MgN5O10S | wB97M-V/def2-TZVPD

Atoms and positions in Å:
Mg -0.309 -2.554 -0.587
O 0.645 -4.247 -0.160
C 1.211 -4.462 0.909
C 1.151 -3.677 2.114
C 1.771 -4.177 3.254
C 1.740 -3.481 4.443
C 1.096 -2.219 4.510
C 0.491 -1.701 3.413
C 0.479 -2.394 2.152
O -0.082 -1.889 1.149
N 2.375 -4.023 5.603
O 2.958 -5.100 5.512
O 2.310 -3.396 6.655
H 1.841 -5.367 0.990
H 2.285 -5.130 3.222
H 1.120 -1.691 5.452
H 0.007 -0.733 3.428
Cl -2.294 -4.342 1.372
C -3.099 -3.567 0.046
C -2.344 -2.873 -0.900
C -3.074 -2.307 -1.943
Cl -2.201 -1.431 -3.153
C -4.458 -2.411 -2.056
Cl -5.300 -1.684 -3.375
C -5.167 -3.115 -1.089
Cl -6.878 -3.280 -1.213
C -4.486 -3.697 -0.026
Cl -5.365 -4.560 1.188
O 2.232 -1.239 -3.367
C 1.353 -0.979 -2.552
O 0.861 -1.842 -1.722
C 0.803 0.427 -2.473
C 1.078 1.291 -3.469
C 0.483 2.592 -3.505
C -0.512 2.908 -2.588
C -0.798 2.059 -1.553
C 0.008 0.856 -1.288
N -1.858 2.362 -0.677
O -2.034 1.628 0.293
O -2.542 3.375 -0.873
N 0.824 3.514 -4.505
O 0.333 4.655 -4.473
O 1.596 3.169 -5.407
H 1.727 0.983 -4.276
H -1.089 3.811 -2.709
H -0.582 0.058 -0.851
C 0.161 5.949 0.478
C 1.245 4.918 0.413
C 2.595 5.253 0.432
C 3.494 4.201 0.363
N 3.118 2.935 0.269
C 1.795 2.706 0.247
S 1.311 1.027 0.196
N 0.858 3.650 0.344
H 0.572 6.958 0.437
H -0.416 5.826 1.396
H -0.528 5.797 -0.353
H 2.923 6.281 0.498
H 4.566 4.380 0.365

Results
E_HOMO   -2.09 eV
Orbital gap   5.53 eV
Total charge   -2
Multiplicity   1
Total energy   -4885.3238 Eh

Results of the Löwdin charge analysis, in e, for atoms 1 through 8: 0.509, -0.004, -0.172, -0.117, 0.044, -0.173, 0.005, 0.027


no.,strongest force on any atom (hartree/bohr)
1,0.3643
2,0.0338